[1]
Below is C30H25BrCl5N4O3Os as an isolated structure, with properties calculated with ωB97M-V/def2-TZVPD.

```
69
Properties=species:S:1:pos:R:3:forces:R:3
Os -0.26158 0.15449 -0.35316 0.3 0.2 0.0
O -1.21347 5.73243 4.98045 0.0 0.0 0.0
C -2.17045 4.82456 4.75288 0.0 0.1 0.1
O -3.25795 4.93806 5.22858 0.0 0.0 -0.1
C -1.84172 3.63887 3.86675 0.0 -0.1 0.0
C -2.93161 2.86875 3.46660 0.0 0.0 0.0
C -2.75104 1.74551 2.67993 0.0 0.1 0.0
C -1.46190 1.39393 2.29811 0.1 0.0 0.0
C -0.36552 2.15584 2.66854 0.0 0.0 0.1
C -0.56022 3.27378 3.46648 0.0 0.0 0.0
N -1.25409 0.21699 1.49414 -0.1 0.1 0.0
C -1.88790 -0.85837 1.80451 -0.1 -0.1 0.0
C -1.79640 -2.03285 0.94600 0.0 0.0 0.0
C -2.39812 -3.23350 1.26049 0.1 0.0 -0.1
C -2.21709 -4.31312 0.39421 0.0 0.0 0.0
C -1.43873 -4.14366 -0.73406 0.0 0.0 0.0
C -0.87222 -2.89828 -0.99217 0.0 0.0 0.0
N -1.05274 -1.85991 -0.17738 -0.1 -0.1 0.1
H -0.38710 5.53388 4.52993 0.0 0.0 0.0
H -3.91909 3.17015 3.78973 0.0 0.0 0.0
H -3.60860 1.17513 2.34594 0.0 0.0 0.0
H 0.63100 1.86269 2.36986 0.0 0.0 0.0
H 0.31215 3.83076 3.78511 0.0 0.0 0.0
H -2.48356 -0.90037 2.71368 0.0 0.0 0.0
H -2.98947 -3.33041 2.16061 0.0 0.0 0.0
H -2.67607 -5.26879 0.61025 0.0 0.0 0.0
H -1.26315 -4.95917 -1.42133 0.0 0.0 0.0
H -0.25457 -2.73342 -1.86482 0.0 0.0 0.0
Cl 2.14005 2.55784 0.24624 0.1 0.0 0.0
C 0.64492 3.12144 -0.36861 0.0 0.0 0.0
C -0.40690 2.17961 -0.55055 -0.1 -0.2 0.0
C -1.68941 2.70441 -0.86406 0.0 0.1 0.0
Cl -3.01246 1.59366 -0.90815 0.0 0.1 0.0
C -1.92105 4.03462 -1.11063 0.1 0.0 0.0
Cl -3.45343 4.62846 -1.49598 0.0 0.0 0.0
C -0.80691 4.93946 -1.02931 0.0 -0.1 0.0
Cl -1.03288 6.54779 -1.36541 0.0 0.1 0.0
C 0.48027 4.46377 -0.62884 0.0 0.0 0.0
Cl 1.75538 5.56366 -0.45957 0.0 0.0 0.0
O 1.57200 -0.71084 0.40160 0.0 0.2 0.3
C 2.13140 -1.52764 1.18939 0.0 -0.2 -0.2
C 1.65684 -1.83610 2.56422 0.0 0.0 0.0
C 2.46089 -0.83023 3.44680 0.0 0.0 0.0
C 3.98712 -0.75825 3.23181 0.0 0.0 0.0
C 4.47437 -0.09048 1.92710 0.0 0.0 0.0
C 4.41542 -0.98888 0.67776 0.1 0.0 0.0
N 3.34737 -1.99036 0.89514 -0.1 -0.1 0.0
H 1.92413 -2.85753 2.83938 0.0 0.0 0.0
H 0.58621 -1.70006 2.69680 0.0 0.0 0.0
H 2.26293 -1.09523 4.48559 0.0 0.0 0.0
H 2.04287 0.16651 3.29406 0.0 0.1 0.0
H 4.43712 -1.74841 3.35260 0.0 0.0 0.0
H 4.37867 -0.17056 4.06232 0.0 0.0 0.0
H 5.50199 0.24489 2.06489 0.0 0.0 0.0
H 3.87858 0.81132 1.76515 0.0 0.0 0.0
H 5.33774 -1.54826 0.53891 0.0 0.0 0.0
H 4.21884 -0.43769 -0.23798 0.0 0.0 0.0
H 3.65215 -2.71630 1.53067 0.0 0.0 0.0
Br 2.44921 0.55562 -2.55065 0.0 0.0 0.0
C 0.82787 0.02961 -3.30403 0.0 0.0 -0.1
C 0.75582 -0.19770 -4.66990 0.1 0.0 0.1
C -0.45678 -0.55250 -5.22659 -0.1 0.0 0.0
C -1.56690 -0.67819 -4.39681 0.0 0.0 0.0
C -1.41531 -0.45061 -3.05123 0.0 0.0 0.0
N -0.23161 -0.09444 -2.49021 -0.1 -0.1 0.0
H 1.64545 -0.08439 -5.27237 0.0 0.0 0.0
H -0.53691 -0.72641 -6.29126 0.0 0.0 0.0
H -2.53783 -0.94906 -4.78580 0.0 0.0 0.0
H -2.25535 -0.54668 -2.37787 0.0 0.0 0.0
```
Positions in Å, forces in eV/Å.

The maximum force comes out at 0.3 eV/Å. The value obtained for the lowest unoccupied orbital energy (spin up / spin down) is -9.764 / -11.912 eV. As for the spin multiplicity: 5. The value obtained for the HOMO energy (spin up / spin down) is -0.618 / -0.618 Eh. The charge is +3. As for the energy above the lowest of the compared OMol25 structures with the same formula, charge and spin: 0.0 kcal per mole.


[2]
Below is C30H25BrIrN3O5S3 as an isolated structure, with properties calculated with ωB97M-V/def2-TZVPD.

```
68
Properties=species:S:1:pos:R:3:forces:R:3
Ir -0.22666 0.94388 0.42506 0.6 0.3 0.2
O 1.04384 -4.67372 0.76931 0.0 0.0 0.0
C 1.88340 -4.34075 1.80280 0.0 0.0 0.0
C 2.71229 -5.26912 2.40865 0.0 0.0 0.0
C 3.55675 -4.86743 3.43186 0.0 0.0 0.0
C 3.58157 -3.54545 3.85141 0.0 0.0 0.0
C 2.74262 -2.62578 3.24558 0.0 0.0 0.0
C 1.88878 -3.00974 2.21886 0.0 0.0 0.0
C 0.96875 -1.99308 1.60934 0.0 0.0 0.0
O -0.36326 -2.35699 2.05450 0.2 0.0 0.1
N 1.05463 -1.97441 0.17940 -0.1 0.1 0.0
N 0.59323 -0.92127 -0.50719 -0.4 0.1 0.0
C 0.40686 -1.16051 -1.83634 -0.1 0.0 0.0
C 0.12139 -0.23087 -2.77116 0.0 0.1 0.1
Br 0.07526 1.61045 -2.21199 0.0 0.1 -0.3
C -0.10677 -0.46455 -4.18548 0.0 -0.1 0.0
C -1.37168 -0.32237 -4.78796 0.0 0.0 0.0
C -2.53034 -0.01339 -4.03571 0.0 0.0 0.0
C -3.75389 0.12202 -4.65459 0.0 0.0 0.0
C -3.86588 -0.04684 -6.03304 0.0 0.0 0.0
C -2.73823 -0.35493 -6.79317 0.0 0.0 0.0
C -1.51003 -0.49081 -6.18642 0.0 0.0 0.0
H 1.04871 -5.62734 0.63082 0.0 0.0 0.0
H 2.69806 -6.30157 2.08017 0.0 0.0 0.0
H 4.20069 -5.59746 3.90312 0.0 0.0 0.0
H 4.24330 -3.23580 4.64719 0.0 0.0 0.0
H 2.73991 -1.59409 3.57562 0.0 0.0 0.0
H 1.20228 -0.99905 1.98463 0.1 0.0 0.0
H 0.97936 -2.88449 -0.26779 0.1 0.0 0.0
H 0.48799 -2.18840 -2.18116 0.0 0.0 0.0
H 0.75400 -0.70448 -4.79889 0.0 0.1 0.0
H -2.45524 0.12162 -2.96368 0.0 0.0 0.0
H -4.62888 0.36432 -4.06502 0.0 0.0 0.0
H -4.82800 0.06295 -6.51483 0.0 0.0 0.0
H -2.82781 -0.48453 -7.86317 0.0 0.0 0.0
H -0.63171 -0.72525 -6.77485 0.0 0.0 0.0
S -0.36342 3.32424 1.05076 0.0 -0.4 -0.2
C -1.96343 3.05522 0.47393 -0.1 0.2 -0.1
N -2.25679 1.82141 0.15517 0.0 -0.2 0.0
C -3.56086 1.67059 -0.28707 0.1 0.0 0.0
C -4.15926 0.48391 -0.69550 0.0 0.0 0.0
C -5.48388 0.51887 -1.08696 0.0 0.0 0.0
C -6.20669 1.71712 -1.07415 0.0 0.0 0.0
C -5.61455 2.90203 -0.67376 0.0 0.0 0.0
C -4.28100 2.86886 -0.28177 0.0 0.1 0.0
S -3.26131 4.18011 0.26019 0.0 0.0 0.0
H -3.59359 -0.43997 -0.68763 0.0 0.0 0.0
H -5.97062 -0.39336 -1.40567 0.0 0.0 0.0
H -7.24220 1.71952 -1.38613 0.0 0.0 0.0
H -6.17257 3.82870 -0.67089 0.0 0.0 0.0
C -6.47605 2.45736 2.75859 0.0 0.0 0.0
C -5.15157 1.75910 2.87301 0.0 0.0 0.0
C -5.06474 0.37979 2.68194 0.0 0.0 0.0
C -3.85727 -0.28219 2.78995 0.0 0.1 0.1
C -2.71990 0.46450 3.08194 0.0 0.1 0.0
C -2.77049 1.83789 3.28892 -0.1 -0.1 0.0
C -3.99606 2.47165 3.18619 0.0 0.0 0.0
S -1.17216 -0.30254 3.24930 0.2 0.0 0.1
O -0.10978 0.64487 2.96400 -0.2 -0.1 0.1
O -1.06144 -1.13552 4.39110 0.0 0.0 -0.1
O -1.24126 -1.24139 1.88038 -0.2 0.0 0.0
H -7.05958 2.05417 1.93139 0.0 0.0 0.0
H -6.34848 3.52813 2.60644 0.0 0.0 0.0
H -7.05659 2.31707 3.67251 0.0 0.0 0.0
H -5.95720 -0.18076 2.43362 0.0 0.0 0.0
H -3.79548 -1.35067 2.63966 0.0 0.0 0.0
H -1.86881 2.39727 3.49837 0.0 0.0 0.0
H -4.05344 3.54204 3.33779 0.0 0.0 0.0
```
Positions in Å, forces in eV/Å.

The maximum force comes out at 0.7 eV/Å. The value obtained for the lowest unoccupied orbital energy (spin up / spin down) is -2.339 / -4.478 eV. As for the spin multiplicity: 6. The value obtained for the HOMO energy (spin up / spin down) is -0.367 / -0.403 Eh. The charge is +1. As for the energy above the lowest of the compared OMol25 structures with the same formula, charge and spin: 29.4 kcal per mole.


[3]
Below is C30H25BrN4O6PtSe as an isolated structure in a non-equilibrium geometry, with properties calculated with ωB97M-V/def2-TZVPD.

```
68
Properties=species:S:1:pos:R:3:forces:R:3
Pt 0.30504 0.39320 0.26474 0.4 0.3 0.1
Br 2.05424 0.37130 3.04350 0.0 0.0 0.0
C 3.01448 0.07264 1.43070 -0.1 0.0 0.0
C 4.37634 0.28832 1.47796 0.0 0.0 0.0
C 5.10731 -0.01052 0.34109 0.0 0.0 0.0
C 4.45858 -0.56944 -0.73811 0.0 -0.1 0.0
C 3.07888 -0.74325 -0.71279 0.0 -0.2 0.2
N 2.34942 -0.35676 0.35878 -0.1 0.1 -0.1
C 2.43450 -1.45387 -1.94816 -0.2 0.6 -0.1
O 3.29459 -1.88563 -2.75321 0.0 -0.5 0.5
O 1.20699 -1.44206 -2.03345 0.0 -0.3 0.2
H 4.82735 0.68422 2.37486 0.0 0.0 0.0
H 6.17448 0.17664 0.31327 0.0 0.0 0.0
H 4.96992 -0.88667 -1.63355 0.0 0.0 0.0
C -4.30686 -0.13811 -0.39007 0.0 0.0 0.0
N -3.69304 0.12659 0.87670 0.1 0.2 0.1
C -2.24806 0.18194 1.10641 -0.7 -0.4 0.3
Se -1.17961 -1.42920 0.59227 -0.1 -0.3 0.0
N -2.24871 0.35178 2.57123 -0.1 -0.1 0.0
C -3.45869 0.81229 3.01165 0.0 0.0 0.0
C -3.88002 1.32330 4.21957 0.0 0.0 0.0
C -5.23524 1.67888 4.36309 0.0 0.0 0.0
C -6.12512 1.52586 3.32048 0.0 0.0 0.0
C -5.69876 1.01114 2.07946 0.0 0.0 0.0
C -4.37458 0.66150 1.93909 0.0 -0.1 0.1
H -3.56998 -0.60642 -1.03685 0.0 0.0 0.0
H -4.67716 0.77450 -0.87439 0.0 0.0 0.0
H -5.14318 -0.83496 -0.26009 0.0 0.0 0.0
H -1.36214 0.58959 2.98262 0.0 0.1 0.0
H -3.18170 1.45616 5.03734 0.0 0.0 0.0
H -5.57639 2.08940 5.30654 0.0 0.0 0.0
H -7.16142 1.81617 3.44770 0.0 0.0 0.0
H -6.38783 0.90974 1.25016 0.0 0.0 0.0
C -1.55462 0.41794 -2.59602 0.0 0.0 0.0
C -2.13903 1.66089 -1.97610 -0.1 0.0 -0.1
C -2.78541 2.53888 -2.85417 0.1 -0.1 0.0
C -3.41240 3.68857 -2.42082 -0.1 0.0 0.0
C -3.36277 4.01078 -1.07195 0.0 0.0 0.0
C -2.70706 3.18262 -0.17193 0.0 0.1 0.0
C -2.55138 3.62866 1.25538 0.0 0.0 0.0
C -2.12478 1.96902 -0.60420 0.1 0.0 0.5
N -1.52056 1.19406 0.43413 0.5 0.4 -0.8
H -2.33289 -0.33696 -2.74531 0.0 0.0 0.0
H -0.78686 -0.06442 -2.00153 0.1 0.0 0.1
H -1.13419 0.65817 -3.57462 0.0 0.0 0.0
H -2.79453 2.28366 -3.90929 0.0 0.0 0.0
H -3.91795 4.33855 -3.12665 0.0 0.0 0.0
H -3.81132 4.93071 -0.71169 0.0 0.0 0.0
H -2.94108 4.64252 1.37382 0.0 0.0 0.0
H -1.49392 3.61013 1.52775 0.0 0.0 0.0
H -3.06936 2.98447 1.96294 -0.1 0.0 0.0
O 2.43286 4.18226 -0.01198 -0.1 0.0 0.0
C 2.05525 3.04943 -0.32377 0.4 -0.1 0.1
O 1.28284 2.31924 0.38654 -0.4 0.1 -0.1
C 2.65183 2.43012 -1.57561 0.0 0.1 0.0
C 4.00494 2.62284 -1.82053 0.0 0.0 0.0
C 4.65968 1.98721 -2.88167 0.0 0.0 0.0
C 3.89150 1.18622 -3.68842 0.1 0.0 -0.1
O 4.27414 0.44496 -4.78310 0.1 0.2 0.1
C 3.13335 -0.38875 -5.04501 0.0 -0.3 -0.5
O 2.00457 0.25989 -4.48434 0.0 0.2 0.1
C 2.52855 1.04976 -3.48973 -0.1 0.0 -0.1
C 1.88091 1.64016 -2.43737 0.0 0.0 0.0
H 4.55441 3.26393 -1.14348 0.0 0.0 0.0
H 5.72341 2.10077 -3.04878 0.0 0.0 0.0
H 3.27096 -1.35707 -4.55468 0.0 0.2 -0.2
H 2.99956 -0.46284 -6.12394 0.0 0.1 -0.1
H 0.82901 1.47596 -2.25452 0.0 0.0 0.0
```
Positions in Å, forces in eV/Å.

The maximum force comes out at 1.1 eV/Å. The value obtained for the lowest unoccupied orbital energy is 4.374 eV. The value obtained for the HOMO energy is -0.059 Eh. The charge is -2. As for the energy above the lowest of the compared OMol25 structures with the same formula, charge and spin: 34.4 kcal per mole.


[4]
Below is C30H25ClO3PRu as an isolated structure in a non-equilibrium geometry, with properties calculated with ωB97M-V/def2-TZVPD.

```
61
Properties=species:S:1:pos:R:3:forces:R:3
C -1.51716 1.83741 2.01151 0.2 -0.6 0.2
C -2.17808 1.20596 0.91278 -0.6 -0.3 0.2
C -2.47298 -0.15144 1.27289 0.0 0.8 -0.1
H -2.40797 1.68300 -0.04327 0.2 -0.2 0.5
C -2.02080 -0.36361 2.61439 0.1 0.7 0.4
C -1.40918 0.86374 3.08077 -1.5 0.1 0.1
H -0.97702 1.04081 4.06450 -0.2 -0.1 -0.3
H -1.19499 2.87777 2.03585 -0.1 -0.5 0.0
H -2.98504 -0.88689 0.63984 0.4 0.3 0.4
H -2.12901 -1.28554 3.18454 0.2 0.3 -0.3
Ru -0.14992 0.11878 1.49178 0.3 -1.0 -1.7
Cl 0.77860 -1.96442 1.80747 0.4 0.0 0.2
P -0.48081 -0.88959 -1.39566 0.3 0.6 1.8
C -1.67319 -2.23154 -1.46392 -0.6 -0.5 -0.4
C -2.55523 -2.36189 -2.54595 -0.2 -0.4 0.2
H -2.58982 -1.61500 -3.33301 0.1 -0.1 0.1
C -3.41119 -3.46454 -2.61965 -0.1 -0.2 0.0
H -4.09754 -3.57327 -3.46877 0.3 0.1 0.4
C -3.39332 -4.44288 -1.62000 0.2 0.2 0.1
H -4.04579 -5.31378 -1.67957 0.1 0.3 0.0
C -2.53284 -4.30255 -0.52356 -0.1 0.0 -0.1
H -2.51650 -5.05454 0.27561 0.0 0.3 -0.4
C -1.68589 -3.20096 -0.44480 0.0 0.2 -0.1
H -1.02010 -3.07139 0.40574 -0.1 -0.1 -0.1
C -1.00246 0.38664 -2.54515 0.0 0.3 -0.5
C -2.31667 0.88150 -2.49783 0.2 0.2 -0.2
H -3.02403 0.47609 -1.77662 0.0 0.0 -0.2
C -2.71331 1.90116 -3.36015 0.0 0.0 0.0
H -3.73730 2.28380 -3.30673 0.4 -0.1 -0.1
C -1.80674 2.42413 -4.28866 0.1 -0.2 0.2
H -2.12692 3.20679 -4.97517 0.1 -0.2 0.2
C -0.48956 1.95339 -4.32077 -0.2 0.2 0.0
H 0.21946 2.36632 -5.04649 -0.3 -0.2 0.4
C -0.07854 0.95962 -3.43218 -0.3 0.0 -0.1
H 0.95777 0.62714 -3.42941 -0.2 0.0 -0.1
C 1.08921 -1.54977 -1.96260 0.3 -0.4 -0.4
C 1.08558 -2.55324 -2.94137 0.5 0.0 -0.1
H 0.15061 -2.98828 -3.29169 0.2 0.2 0.1
C 2.29557 -3.00020 -3.47637 0.1 0.0 0.0
H 2.30426 -3.76869 -4.25822 0.0 0.3 0.4
C 3.50514 -2.46288 -3.02261 -0.2 0.2 0.2
H 4.45163 -2.79855 -3.44213 -0.2 0.0 0.1
C 3.50702 -1.49284 -2.01526 0.0 0.0 0.0
H 4.44670 -1.07155 -1.64567 -0.3 -0.2 -0.2
C 2.30420 -1.04689 -1.47364 -0.3 -0.2 -0.2
H 2.28074 -0.32188 -0.66449 0.1 0.0 -0.1
O 2.83615 0.35428 4.08324 0.0 2.3 0.4
C 2.79755 1.65790 4.34680 -0.3 -1.5 -0.9
C 3.24118 2.09877 5.61149 0.3 0.7 1.0
C 3.12758 3.43349 5.96670 0.5 -1.2 0.5
C 2.59751 4.37090 5.07522 0.1 0.3 0.3
C 2.18177 3.97291 3.81581 -0.1 -1.5 -1.3
C 2.27796 2.63670 3.41682 -0.4 1.1 0.2
C 1.66647 2.23778 2.10401 -0.5 -0.3 -1.4
O 1.13273 3.04436 1.35550 0.9 -0.7 1.1
O 1.70437 0.91879 1.88452 0.3 1.0 0.5
H 2.42702 0.24907 3.15708 -0.1 0.0 -0.3
H 3.64714 1.34532 6.28357 -0.1 0.2 -0.1
H 3.46081 3.74062 6.95803 -0.1 0.0 -0.3
H 2.50585 5.41061 5.36015 0.0 0.0 0.1
H 1.75932 4.66305 3.09476 0.0 0.0 0.1
```
Positions in Å, forces in eV/Å.

The maximum force comes out at 2.3 eV/Å. The value obtained for the lowest unoccupied orbital energy (spin up / spin down) is -3.557 / -7.138 eV. As for the spin multiplicity: 5. The value obtained for the HOMO energy (spin up / spin down) is -0.348 / -0.393 Eh. The charge is +1. As for the energy above the lowest of the compared OMol25 structures with the same formula, charge and spin: 0.0 kcal per mole.